ORCA calculation (the ωB97M-V functional and the def2-TZVPD basis) on C24H30F10FeN6O4S2 as an isolated structure in a non-equilibrium geometry.

The geometry in XYZ format:
```
77
Properties=species:S:1:pos:R:3:forces:R:3
Fe -0.298 0.344 -0.455 0.23 0.22 0.83
C 2.396 2.675 -0.673 -0.18 -0.10 0.01
C 2.053 2.755 0.805 -0.21 -0.01 -0.01
N 0.683 2.293 1.108 -0.24 -0.74 -0.31
C -0.354 3.330 0.862 0.22 -0.01 0.37
C -0.201 4.623 1.667 0.01 -0.05 -0.04
C 0.527 1.732 2.471 -0.16 0.15 -0.11
C -0.250 0.399 2.602 0.13 -0.07 -0.11
N -1.148 0.156 1.496 0.17 0.27 -1.32
C -2.161 -0.733 1.622 -0.23 0.10 0.26
C -3.118 -0.785 0.585 0.30 0.19 0.02
F -2.911 0.080 -0.431 -0.28 0.13 -0.01
C -4.179 -1.648 0.555 -0.09 -0.15 -0.01
F -5.030 -1.624 -0.476 0.02 0.08 -0.05
C -4.382 -2.552 1.582 -0.13 -0.11 0.02
C -3.476 -2.527 2.619 -0.05 -0.04 -0.01
F -3.616 -3.405 3.625 0.03 -0.01 0.11
C -2.408 -1.654 2.659 0.12 0.11 0.00
F -1.553 -1.751 3.704 0.01 -0.11 0.04
H 3.431 2.982 -0.837 -0.04 0.02 -0.01
H 1.748 3.314 -1.273 0.00 0.02 -0.04
H 2.282 1.649 -1.039 0.03 0.05 -0.01
H 2.204 3.780 1.157 0.04 0.01 0.10
H 2.746 2.127 1.362 0.02 0.00 0.07
H -1.313 2.864 1.090 0.00 -0.05 -0.06
H -0.354 3.576 -0.187 -0.02 -0.01 -0.35
H 0.019 4.434 2.720 -0.03 0.08 -0.04
H -1.138 5.181 1.618 0.07 0.00 0.00
H 0.584 5.264 1.262 -0.03 -0.02 0.05
H 0.024 2.472 3.095 0.10 0.01 0.09
H 1.517 1.563 2.893 0.03 0.10 0.08
H -0.802 0.432 3.541 0.04 0.06 0.06
H 0.483 -0.409 2.688 -0.09 0.05 0.26
H -5.218 -3.236 1.578 0.04 0.02 0.00
C 2.292 -2.989 -4.457 0.02 0.15 0.05
C 1.872 -3.165 -2.991 0.02 -0.03 -0.06
C 0.656 -4.096 -2.895 -0.03 0.11 0.06
C 3.036 -3.714 -2.151 -0.01 0.11 0.08
C 1.518 -1.843 -2.433 0.22 -0.02 0.03
N 1.310 -0.828 -1.940 -0.22 0.29 -0.16
H 2.585 -3.958 -4.862 0.00 0.00 0.02
H 3.136 -2.302 -4.545 -0.02 -0.05 0.00
H 1.468 -2.594 -5.051 0.02 -0.03 0.00
H 0.904 -5.051 -3.361 0.02 0.01 0.01
H -0.203 -3.669 -3.409 0.00 -0.03 -0.04
H 0.381 -4.266 -1.855 0.00 -0.01 0.01
H 3.357 -4.673 -2.560 -0.04 0.03 0.01
H 2.730 -3.856 -1.111 0.02 -0.01 -0.05
H 3.884 -3.025 -2.165 -0.01 -0.06 -0.03
N -0.428 -2.939 0.371 0.39 0.00 0.01
C 0.721 -2.516 0.992 0.14 0.07 -0.19
C 1.434 -3.383 1.836 -0.06 -0.09 0.08
C 2.674 -3.001 2.287 -0.01 -0.01 0.03
C 3.187 -1.758 1.918 0.10 0.02 0.05
C 2.397 -0.945 1.141 -0.07 0.00 -0.14
N 1.186 -1.298 0.691 -0.21 -0.16 -0.25
H -1.017 -3.603 0.845 -0.04 0.01 0.02
H -0.902 -2.269 -0.206 -0.24 0.07 -0.04
H 1.005 -4.343 2.099 0.06 0.03 -0.04
H 3.255 -3.668 2.913 -0.05 0.02 0.00
H 4.171 -1.436 2.230 -0.07 0.02 0.02
H 2.730 0.048 0.854 -0.01 -0.09 -0.03
F -0.581 -1.179 -5.240 -0.09 -0.10 -0.02
C -1.862 -1.302 -4.870 0.32 0.09 -0.04
F -2.078 -2.575 -4.539 -0.11 -0.05 0.06
F -2.641 -0.977 -5.886 -0.04 -0.01 -0.05
S -2.194 -0.219 -3.423 -0.23 -0.12 0.00
O -1.339 -0.755 -2.375 0.01 -0.07 0.15
O -3.605 -0.242 -3.208 0.12 -0.05 -0.09
N -1.645 1.115 -4.069 -0.10 0.07 0.22
S -1.313 2.346 -3.174 0.28 0.00 0.28
O -0.596 3.352 -3.879 0.01 -0.10 -0.16
O -0.782 1.965 -1.862 0.20 -0.25 0.26
C -2.930 3.128 -2.721 0.07 -0.02 0.23
F -3.785 3.069 -3.727 -0.04 0.02 -0.09
F -2.705 4.401 -2.404 -0.02 0.08 0.01
F -3.445 2.514 -1.659 -0.11 -0.03 -0.09
```
Forces are in eV/Å.

As for the electronic energy: -4620.76854 Ha. Its spin multiplicity is 5. The highest occupied orbital energy (spin up / spin down) comes out at -7.373 / -7.438 eV. Its charge is 0. The frontier orbital gap (spin up / spin down) comes out at 7.76 / 7.77 eV.

Mulliken atomic charge list, values in e, 4 entries: 2.58 -1.06 -1.05 0.98